# 1
Formula: C14H31Br3LiN2O16PS2V2
Source: the Open Molecules 2025 dataset
Level of theory: the ωB97M-V functional and the def2-TZVPD basis

## Properties
Gap between HOMO and LUMO ... 1.236 eV
F_max ... 8.6 eV/Å
Energy ... -12619.7982 Ha
LUMO energy ... -0.218 Eh

The geometry in ORCA input format:
```
! RIJCOSX wB97M-V def2-TZVPD def2/J DEFGRID3
* xyz 0 1
C 4.21 -1.55 2.12
C 3.83 -0.09 1.48
N 3.46 0.98 2.49
O 2.62 0.54 3.44
S 1.09 0.29 2.70
O 0.90 -1.27 2.76
O -0.14 1.10 3.57
C -1.44 0.88 2.90
C -1.59 1.60 1.43
C -2.82 0.92 0.59
C -2.36 -0.35 -0.37
N -3.09 -1.65 -0.07
C -2.45 -2.42 1.06
C -3.39 -2.71 2.41
O -1.18 -2.89 1.07
H 3.99 -1.67 3.26
H 3.59 -2.37 1.53
H 5.38 -1.75 1.99
H 3.03 -0.27 0.64
H 4.81 0.30 0.92
H 2.92 1.74 1.98
H -1.66 -0.29 2.86
H -2.26 1.39 3.60
H -0.63 1.59 0.77
H -1.85 2.75 1.62
H -3.66 0.63 1.34
H -3.25 1.77 -0.13
H -2.67 -0.05 -1.48
H -1.18 -0.47 -0.41
H -4.11 -1.50 0.13
H -2.84 -2.40 3.40
H -4.42 -2.14 2.29
H -3.67 -3.87 2.50
O 6.64 -0.28 2.85
V 6.48 0.11 4.55
O 6.32 0.49 6.26
C -0.49 4.19 -2.59
S -1.17 2.53 -2.31
O -0.52 1.98 -1.08
C -0.36 1.76 -3.74
H -0.83 4.84 -1.78
H 0.61 4.15 -2.58
H -0.84 4.57 -3.55
H 0.72 1.87 -3.66
H -0.72 2.23 -4.66
H -0.62 0.70 -3.75
O 3.29 3.30 -2.46
P 4.38 2.83 -1.48
O 5.02 1.53 -2.01
O 3.75 2.57 -0.10
O 5.46 3.92 -1.36
C -0.23 -1.55 -8.78
O -0.12 -1.21 -7.40
C 0.48 -2.15 -6.63
O 0.91 -3.23 -7.03
O 0.52 -1.70 -5.35
C 1.13 -2.60 -4.43
H -0.73 -0.72 -9.29
H 0.76 -1.69 -9.22
H -0.84 -2.45 -8.90
H 2.18 -2.78 -4.70
H 0.58 -3.54 -4.39
H 1.11 -2.14 -3.44
C -2.51 -2.30 7.10
Br -1.71 -1.17 5.74
Br -4.41 -2.59 6.78
Br -1.55 -3.98 7.31
H -2.43 -1.77 8.06
O -4.79 0.56 4.27
V -5.52 1.28 5.69
O -6.25 2.00 7.12
Li -2.85 3.66 -3.44
*
```

Löwdin population analysis, charges in e, atoms 1 to 4: -0.128, -0.257, -0.126, -0.365

***

# 2
Formula: BH16O6
Source: the Open Molecules 2025 dataset
Level of theory: the ωB97M-V functional and the def2-TZVPD basis

## Properties
Gap between HOMO and LUMO ... 9.350 eV
F_max ... 9.8 eV/Å
Energy ... -485.8193 Ha
ΔE to the lowest compared entry with this formula, charge and spin ... 51.19 kcal per mole
LUMO energy ... 0.117 Eh

The geometry in ORCA input format:
```
! RIJCOSX wB97M-V def2-TZVPD def2/J DEFGRID3
* xyz -1 1
B 36.44 22.89 46.04
H 37.56 23.42 46.26
H 35.58 23.68 46.19
H 36.51 22.38 45.00
H 36.32 22.06 46.71
O 37.40 23.45 49.31
H 37.25 23.26 48.46
H 36.65 22.91 49.88
O 35.78 26.56 46.89
H 35.79 25.60 46.70
H 36.34 26.86 47.46
O 32.62 22.65 46.55
H 33.57 22.43 46.42
H 32.53 23.52 47.00
O 39.20 20.46 44.98
H 38.63 21.16 45.13
H 38.74 19.94 44.34
O 33.13 24.91 44.29
H 33.44 24.64 43.43
H 33.62 24.46 44.98
O 39.01 23.83 43.32
H 38.44 24.00 44.06
H 40.08 23.69 43.69
*
```

Löwdin population analysis, charges in e, atoms 1 to 4: -0.416, -0.017, -0.075, -0.064

***

# 3
Formula: C25H20F4N7S2Ti
Source: the Open Molecules 2025 dataset
Level of theory: the ωB97M-V functional and the def2-TZVPD basis

## Properties
Gap between HOMO and LUMO (spin up / spin down) ... 5.526 / 7.291 eV
F_max ... 2.5 eV/Å
Expectation value of S² ... 2.02
Energy ... -3393.1305 Ha
ΔE to the lowest compared entry with this formula, charge and spin ... 25.54 kcal per mole
LUMO energy (spin up / spin down) ... -0.115 / -0.130 Eh

The geometry in ORCA input format:
```
! RIJCOSX wB97M-V def2-TZVPD def2/J DEFGRID3
* xyz 1 3
Ti 0.04 0.27 0.41
C -0.68 1.83 -2.28
N -1.09 1.64 -0.88
C -2.54 1.41 -0.87
C -0.75 2.85 -0.11
C -1.20 2.68 1.35
N -0.95 1.29 1.72
C -1.59 0.74 2.80
C -1.54 -0.65 2.97
F -0.83 -1.36 2.02
C -2.17 -1.34 3.98
F -2.05 -2.67 4.03
C -2.92 -0.67 4.92
C -2.99 0.71 4.80
F -3.68 1.41 5.69
C -2.34 1.40 3.79
F -2.41 2.74 3.80
H -1.28 2.62 -2.75
H -0.84 0.91 -2.84
H 0.37 2.11 -2.35
H -3.08 2.30 -1.22
H -2.90 1.15 0.12
H -2.77 0.59 -1.55
H -1.22 3.74 -0.54
H 0.34 2.99 -0.15
H -2.26 2.93 1.43
H -0.66 3.39 1.98
H -3.43 -1.18 5.72
S 2.51 -3.21 -5.54
N 3.11 -1.95 -4.76
C 2.31 -1.69 -3.75
C 2.48 -0.63 -2.79
C 3.53 0.27 -2.80
C 3.58 1.27 -1.82
C 2.59 1.34 -0.87
N 1.54 0.48 -0.84
C 1.48 -0.52 -1.78
C 0.37 -1.41 -1.71
N -0.55 -1.18 -0.71
C -1.63 -1.99 -0.65
C -1.84 -3.04 -1.52
C -0.91 -3.29 -2.53
C 0.20 -2.46 -2.64
C 1.20 -2.59 -3.67
N 1.20 -3.49 -4.64
H 4.29 0.18 -3.57
H 4.40 1.98 -1.80
H 2.62 2.09 -0.09
H -2.36 -1.77 0.12
H -2.71 -3.66 -1.41
H -1.03 -4.10 -3.23
S 3.63 0.15 3.13
C 3.53 -1.25 2.14
C 2.34 -1.27 1.49
N 1.52 -0.20 1.75
C 2.07 0.63 2.60
H 4.33 -1.97 2.10
H 2.00 -2.06 0.83
H 1.60 1.52 2.97
*
```

Löwdin population analysis, charges in e, atoms 1 to 4: 0.967, -0.055, -0.342, -0.052

***

# 4
Formula: CH10F5MgN2OTe
Source: the Open Molecules 2025 dataset
Level of theory: the ωB97M-V functional and the def2-TZVPD basis

## Properties
Gap between HOMO and LUMO (spin up / spin down) ... 4.846 / 5.356 eV
F_max ... 3.8 eV/Å
Energy ... -1196.2513 Ha
ΔE to the lowest compared entry with this formula, charge and spin ... 79.79 kcal per mole
LUMO energy (spin up / spin down) ... 0.078 / 0.095 Eh

The geometry in ORCA input format:
```
! RIJCOSX wB97M-V def2-TZVPD def2/J DEFGRID3
* xyz -1 1
C 1.05 2.17 -0.30
Mg 0.86 0.01 -0.90
N -0.24 -2.12 -0.76
N -0.67 0.45 -2.38
H -0.81 -1.52 -0.02
H 0.70 -1.93 -1.32
H 1.82 2.58 0.36
H 0.11 2.56 0.12
H 1.25 2.79 -1.16
H -1.41 0.40 -1.59
H -0.85 -0.27 -3.15
H -0.81 1.39 -2.79
H -0.78 -2.34 -1.62
H 0.14 -3.03 -0.40
F -1.46 0.36 3.46
Te -0.13 -0.09 2.21
F -0.99 -1.80 2.07
F 1.63 -0.54 1.08
F 0.78 1.48 2.80
F 0.75 -0.98 3.66
O -0.91 0.41 0.61
*
```

Löwdin population analysis, charges in e, atoms 1 to 4: -0.292, 0.454, 0.080, -0.041

***

What did the fourth record say?
Formula: CH10F5MgN2OTe
Source: the Open Molecules 2025 dataset
Level of theory: the ωB97M-V functional and the def2-TZVPD basis

## Properties
Gap between HOMO and LUMO (spin up / spin down) ... 4.846 / 5.356 eV
F_max ... 3.8 eV/Å
Energy ... -1196.2513 Ha
ΔE to the lowest compared entry with this formula, charge and spin ... 79.79 kcal per mole
LUMO energy (spin up / spin down) ... 0.078 / 0.095 Eh

The geometry in ORCA input format:
```
! RIJCOSX wB97M-V def2-TZVPD def2/J DEFGRID3
* xyz -1 1
C 1.05 2.17 -0.30
Mg 0.86 0.01 -0.90
N -0.24 -2.12 -0.76
N -0.67 0.45 -2.38
H -0.81 -1.52 -0.02
H 0.70 -1.93 -1.32
H 1.82 2.58 0.36
H 0.11 2.56 0.12
H 1.25 2.79 -1.16
H -1.41 0.40 -1.59
H -0.85 -0.27 -3.15
H -0.81 1.39 -2.79
H -0.78 -2.34 -1.62
H 0.14 -3.03 -0.40
F -1.46 0.36 3.46
Te -0.13 -0.09 2.21
F -0.99 -1.80 2.07
F 1.63 -0.54 1.08
F 0.78 1.48 2.80
F 0.75 -0.98 3.66
O -0.91 0.41 0.61
*
```

Löwdin population analysis, charges in e, atoms 1 to 4: -0.292, 0.454, 0.080, -0.041